Entry 1:
C20H16Cl3NO9V as an isolated structure, computed with ωB97M-V with the def2-TZVPD basis set.

Geometry (Å):
V  0.359  -0.467  0.158
O  -0.926  -2.646  0.188
C  -0.514  -4.017  0.143
C  0.955  -4.227  -0.173
N  1.901  -3.610  0.723
C  1.651  -3.343  2.117
C  1.739  -1.837  2.387
O  2.636  -1.336  3.008
O  0.757  -1.122  1.830
C  3.106  -3.052  0.181
C  2.970  -1.610  -0.316
O  3.893  -0.841  -0.366
O  1.739  -1.288  -0.720
H  -1.122  -2.398  1.099
H  -1.083  -4.497  -0.656
H  -0.798  -4.507  1.075
H  1.141  -3.835  -1.175
H  1.082  -5.321  -0.231
H  2.382  -3.835  2.767
H  0.660  -3.701  2.395
H  3.466  -3.645  -0.664
H  3.903  -3.058  0.927
Cl  3.404  6.934  -0.368
C  2.217  5.679  -0.527
C  0.933  6.046  -1.086
C  -0.041  5.139  -1.252
C  0.136  3.733  -0.873
O  -0.737  2.902  -1.085
C  1.463  3.398  -0.290
C  1.759  2.147  0.130
O  0.886  1.164  0.066
C  2.477  4.422  -0.149
H  0.783  7.080  -1.370
H  -1.000  5.404  -1.676
H  2.728  1.878  0.544
H  3.438  4.154  0.270
Cl  -6.621  1.085  -1.418
C  -5.056  0.703  -0.775
C  -4.874  0.699  0.615
C  -3.651  0.401  1.157
Cl  -3.444  0.388  2.869
C  -2.534  0.098  0.339
O  -1.393  -0.176  0.885
C  -2.753  0.102  -1.058
C  -1.692  -0.215  -1.953
O  -0.521  -0.488  -1.652
C  -4.014  0.406  -1.605
H  -5.705  0.932  1.266
H  -1.935  -0.225  -3.022
H  -4.148  0.405  -2.679

Calculated values
Kohn-Sham gap (spin up / spin down): 6.567 / 6.951 eV
LUMO energy (spin up / spin down): -1.9 / -1.5 eV
2S+1: 2
relative energy (zero: lowest compared OMol25 entry of this formula, charge and spin): 145.24 kJ/mol
HOMO energy (spin up / spin down): -8.4583 / -8.4795 eV

Atomic partial charges in e from the natural (NBO) method, atoms 1 to 6: 1.527 -0.719 -0.072 -0.221 -0.456 -0.309

Entry 2:
A 5-piece molecular cluster, C20H16Cl8F2O2 overall at a distorted geometry, computed with ωB97M-V with the def2-TZVPD basis set.

Geometry (Å):
Cl  -17.676  33.306  32.661
C  -16.790  34.410  31.590
Cl  -15.394  35.209  32.397
Cl  -15.986  33.468  30.244
Cl  -18.016  35.511  30.915
Cl  -15.309  29.697  35.085
C  -15.864  29.505  33.422
Cl  -17.620  29.130  33.298
Cl  -15.667  31.099  32.598
Cl  -14.928  28.261  32.662
O  -17.884  36.688  33.819
C  -17.345  37.135  34.972
C  -18.208  37.196  36.088
C  -17.721  37.727  37.287
C  -16.370  37.987  37.412
O  -15.843  38.400  38.556
C  -15.482  37.774  36.331
C  -15.966  37.378  35.096
H  -18.709  36.213  33.942
H  -19.262  36.986  35.980
H  -18.384  37.876  38.127
H  -15.064  37.849  38.663
H  -14.420  37.971  36.319
H  -15.269  37.367  34.272
F  -18.438  33.046  35.509
C  -17.253  32.853  36.070
C  -16.168  33.631  35.874
C  -15.035  33.480  36.661
C  -14.924  32.329  37.466
C  -16.049  31.632  37.772
C  -17.240  31.900  37.116
H  -16.080  34.302  35.032
H  -14.172  34.120  36.551
H  -14.056  32.092  38.063
H  -16.059  30.910  38.575
H  -18.203  31.515  37.417
F  -15.229  36.694  26.095
C  -16.518  36.374  26.225
C  -17.440  37.054  25.512
C  -18.779  36.778  25.596
C  -19.204  35.851  26.612
C  -18.279  35.233  27.386
C  -16.919  35.428  27.126
H  -17.138  37.789  24.780
H  -19.452  37.454  25.090
H  -20.235  35.786  26.926
H  -18.569  34.512  28.135
H  -16.128  34.887  27.624

Calculated values
Kohn-Sham gap: 8.067 eV
LUMO energy: 0.0 eV
relative energy (zero: lowest compared OMol25 entry of this formula, charge and spin): 78.76 kJ/mol
SMILES: ClC(Cl)(Cl)Cl.ClC(Cl)(Cl)Cl.Oc1ccc(O)cc1.Fc1ccccc1.Fc1ccccc1
HOMO energy: -8.0962 eV

Atomic partial charges in e from the natural (NBO) method, atoms 1 to 6: 0.073 -0.189 0.050 0.012 0.070 0.065

Entry 3:
C20H16ClIN4O3STi as an isolated structure at a distorted geometry, computed with ωB97M-V with the def2-TZVPD basis set.

Geometry (Å):
Ti  0.592  -0.252  1.046
Cl  -4.225  -4.716  -1.587
C  -3.004  -3.784  -0.795
C  -3.013  -3.679  0.559
C  -1.967  -3.017  1.228
I  -1.948  -3.013  3.302
C  -0.933  -2.412  0.548
O  0.165  -1.975  1.189
C  -1.053  -2.349  -0.876
N  -0.205  -1.556  -1.642
C  -0.027  -1.805  -2.927
C  -0.822  -2.727  -3.607
C  -1.857  -3.319  -2.953
C  -1.998  -3.145  -1.558
H  -3.801  -4.151  1.129
H  0.726  -1.208  -3.412
H  -0.648  -2.896  -4.660
H  -2.558  -3.950  -3.481
C  -2.416  1.544  3.196
N  -1.296  2.077  2.433
C  -1.339  3.163  1.588
C  -0.149  3.296  0.986
N  0.670  2.263  1.460
C  -0.073  1.480  2.362
S  0.616  0.351  3.452
C  1.986  1.982  1.033
C  2.859  2.985  0.628
C  4.141  2.630  0.276
C  4.533  1.297  0.343
C  3.608  0.363  0.724
N  2.346  0.692  1.052
H  -3.000  2.367  3.599
H  -2.023  0.942  4.009
H  -3.044  0.921  2.560
H  -2.227  3.760  1.476
H  0.184  4.009  0.254
H  2.540  4.018  0.627
H  4.846  3.392  -0.032
H  5.540  0.995  0.092
H  3.842  -0.690  0.775
C  0.847  1.273  -2.653
O  1.364  0.193  -1.853
C  0.445  -0.414  -0.999
O  -0.420  0.401  -0.322
H  0.097  1.833  -2.096
H  0.407  0.916  -3.586
H  1.691  1.916  -2.886

Calculated values
Kohn-Sham gap (spin up / spin down): 5.805 / 6.667 eV
LUMO energy (spin up / spin down): -3.6 / -3.6 eV
2S+1: 2
relative energy (zero: lowest compared OMol25 entry of this formula, charge and spin): 314.61 kJ/mol
net charge: +1
HOMO energy (spin up / spin down): -9.3694 / -10.2645 eV

Atomic partial charges in e from the natural (NBO) method, atoms 1 to 6: 1.145 0.044 -0.017 -0.225 -0.186 0.230

Entry 4:
A 2-piece molecular cluster, C20H16F3N3O4S3 overall at a distorted geometry, computed with ωB97M-V with the def2-TZVPD basis set.

Geometry (Å):
C  0.379  -0.135  -0.124
C  0.188  0.747  -1.225
N  0.221  1.561  -2.070
N  1.856  -0.051  0.141
C  2.323  0.782  1.090
C  3.675  0.825  1.400
C  4.586  0.133  0.602
C  4.096  -0.625  -0.463
C  2.729  -0.679  -0.697
H  -0.239  -0.078  0.762
H  1.547  1.399  1.558
H  3.981  1.420  2.257
H  5.656  0.186  0.800
H  4.739  -1.191  -1.135
H  2.285  -1.211  -1.537
F  -0.588  4.282  2.763
C  -0.013  3.771  1.616
F  -0.242  4.689  0.608
F  1.359  3.750  1.833
S  -0.645  2.214  1.217
N  0.211  -1.704  -0.732
S  -1.513  -1.777  -1.182
C  -1.979  -0.635  -2.500
C  -1.916  -1.066  -3.823
C  -2.296  -0.189  -4.841
C  -2.778  1.086  -4.526
C  -2.930  1.468  -3.187
C  -2.575  0.583  -2.171
O  -1.709  -3.079  -1.760
O  -2.265  -1.296  -0.047
S  0.527  -2.793  0.616
C  -0.097  -1.863  2.027
C  0.788  -1.112  2.812
C  0.273  -0.034  3.522
C  -1.106  0.194  3.542
C  -1.982  -0.694  2.923
C  -1.482  -1.783  2.223
O  -0.294  -3.954  0.440
O  1.957  -2.884  0.766
H  -1.553  -2.067  -4.039
H  -2.209  -0.505  -5.883
H  -3.040  1.786  -5.322
H  -3.307  2.458  -2.926
H  -2.718  0.848  -1.123
H  1.844  -1.379  2.852
H  0.944  0.645  4.051
H  -1.500  1.070  4.061
H  -3.060  -0.531  2.968
H  -2.124  -2.581  1.863

Calculated values
Kohn-Sham gap: 6.037 eV
LUMO energy: -1.6 eV
relative energy (zero: lowest compared OMol25 entry of this formula, charge and spin): 0.00 kJ/mol
HOMO energy: -7.6417 eV

Atomic partial charges in e from the natural (NBO) method, atoms 1 to 6: -0.054 0.219 -0.203 -0.326 0.105 -0.243

Entry 5:
A 2-piece molecular cluster, C20H16F4O3 overall at a distorted geometry, computed with ωB97M-V with the def2-TZVPD basis set.

Geometry (Å):
C  1.567  2.209  -2.825
C  0.741  0.966  -2.850
C  -0.672  0.995  -2.997
C  -1.368  -0.323  -3.056
C  -2.860  -0.158  -3.333
C  -3.384  1.003  -2.503
O  -2.800  2.234  -2.910
C  -1.431  2.228  -3.107
O  -0.841  3.272  -3.373
O  1.317  -0.110  -2.724
H  0.950  3.104  -2.751
H  2.237  2.186  -1.966
H  2.164  2.281  -3.734
H  -0.881  -0.937  -3.823
H  -1.201  -0.852  -2.112
H  -3.007  0.080  -4.391
H  -3.422  -1.080  -3.148
H  -4.472  1.122  -2.583
H  -3.153  0.867  -1.440
F  3.356  -4.022  3.046
C  3.190  -2.986  2.193
C  4.069  -2.794  1.144
C  3.893  -1.740  0.266
F  4.770  -1.548  -0.745
C  2.837  -0.878  0.438
C  1.926  -1.028  1.503
C  0.877  -0.081  1.609
C  -0.190  0.056  2.531
C  -1.106  1.104  2.314
C  -2.185  1.304  3.142
F  -3.048  2.314  2.898
C  -2.385  0.463  4.221
C  -1.505  -0.570  4.477
F  -1.705  -1.397  5.529
C  -0.424  -0.764  3.652
C  2.140  -2.119  2.368
H  4.886  -3.475  1.006
H  2.701  -0.090  -0.279
H  0.889  0.671  0.837
H  -0.968  1.774  1.486
H  -3.229  0.613  4.867
H  0.236  -1.552  3.936
H  1.490  -2.343  3.184

Calculated values
Kohn-Sham gap: 2.567 eV
LUMO energy: -3.9 eV
relative energy (zero: lowest compared OMol25 entry of this formula, charge and spin): 85.90 kJ/mol
HOMO energy: -6.4697 eV

Atomic partial charges in e from the natural (NBO) method, atoms 1 to 6: -0.713 0.491 -0.247 -0.428 -0.430 -0.065